<one>
Computed, not measured: the ion C3H8NS with charge -1, with the ωB97M-V functional and the def2-TZVPD basis.

Its total charge is -1. Its gap between HOMO and LUMO is 0.2483 hartree. As for the SMILES: C[C@@H](N)C[S-].

Cartesian coordinates (Å):
C -0.6009 -1.0689 0.8360
C 0.3760 0.0123 0.2799
N 1.2446 -0.6077 -0.7541
C -0.3956 1.2413 -0.2360
S -1.1956 1.0108 -1.8485
H -1.5923 -0.9243 0.3988
H -0.2645 -2.0539 0.5210
H -0.6426 -0.9931 1.9236
H 1.0388 0.2341 1.1221
H 2.0571 0.0068 -0.8254
H 0.7362 -0.4088 -1.6294
H 0.3420 2.0414 -0.3126
H -1.1030 1.5100 0.5244

<two>
Computed, not measured: a cluster of 2 separate species, C3H8NS in total, with the ωB97M-V functional and the def2-TZVPD basis.

Its total charge is -1. Its gap between HOMO and LUMO is 0.2323 hartree.

Cartesian coordinates (Å):
C -1.8532 2.3029 -1.4717
S -0.2144 1.4963 -1.8183
H -1.7502 3.2959 -1.4518
H -2.6410 2.0337 -2.1618
H -2.2195 2.0153 -0.4145
C 1.9097 -0.8188 1.1364
C 0.1303 -2.1190 0.7304
N 1.2253 -2.0525 1.3726
H 1.4163 0.0589 1.4782
H 2.1083 -0.6205 0.0860
H 2.8960 -1.0196 1.5522
H -0.4523 -3.1536 0.7129
H -0.5551 -1.4192 0.2495

<three>
Computed, not measured: a cluster of 2 separate species, C3H8NS in total, with the ωB97M-V functional and the def2-TZVPD basis.

Its total charge is -1. Its gap between HOMO and LUMO is 0.2370 hartree.

Cartesian coordinates (Å):
C 0.6541 2.2499 -1.0685
S 1.5540 0.6619 -1.4673
H -0.2533 2.1265 -0.4254
H 0.4079 2.6631 -2.0636
H 1.2566 3.0216 -0.6090
C 0.0557 -1.8295 1.4783
C -1.2147 -0.7287 -0.1285
N -1.2393 -1.2373 1.0316
H 0.2828 -2.5557 0.6827
H 0.8013 -1.0387 1.4311
H -0.0190 -2.0911 2.5287
H -2.0656 -0.4683 -0.7586
H -0.2205 -0.7737 -0.6317

<four>
Computed, not measured: the ion C3H8NS with charge -1, with the ωB97M-V functional and the def2-TZVPD basis.

Its total charge is -1. Its gap between HOMO and LUMO is 0.2285 hartree. As for the SMILES: NCCC[S-].

Cartesian coordinates (Å):
N -1.2341 -1.6440 -0.1500
C -0.2475 -0.7566 -0.6710
C -0.1036 0.4024 0.3416
C 1.1107 1.2126 0.1994
S 1.1580 2.3470 -1.2069
H -0.8366 -2.3019 0.3723
H -1.8418 -1.2082 0.5317
H 0.6249 -1.3777 -0.8407
H -0.5140 -0.4756 -1.6859
H -0.9132 1.3017 0.4384
H -0.2852 -0.1185 1.2995
H 2.0862 0.6115 0.4334
H 0.9963 2.0072 0.9380

Most stable = <one>

<one>
Computed, not measured: a cluster of 2 separate species, C3H8NS in total, with the ωB97M-V functional and the def2-TZVPD basis.

Its total charge is -1. Its gap between HOMO and LUMO is 0.2318 hartree.

Cartesian coordinates (Å):
C 1.3443 -2.6728 -1.1236
S 1.5148 -1.0916 -0.1093
H 0.8283 -2.2261 -1.9485
H 0.7026 -3.4032 -0.4559
H 2.3053 -3.2250 -1.4463
C -1.6796 2.9130 0.5052
C -0.9922 0.6641 0.4958
N -2.0453 1.4900 0.4704
H -0.6318 2.8703 0.7040
H -1.9347 3.6034 -0.3319
H -2.0582 3.4936 1.4621
H -1.0798 -0.3445 0.0934
H -0.0870 0.8412 1.1151

<two>
Computed, not measured: the ion C3H8NS with charge -1, with the ωB97M-V functional and the def2-TZVPD basis.

Its total charge is -1. Its gap between HOMO and LUMO is 0.2253 hartree. As for the SMILES: CNCC[S-].

Cartesian coordinates (Å):
C -1.7718 0.8894 1.9049
N -1.3340 1.1669 0.5410
C -0.0024 0.7502 0.0357
C 0.1332 -0.7556 -0.2099
S 1.6703 -1.0844 -1.1702
H -0.9403 0.5712 2.5297
H -2.5493 0.1090 1.8642
H -2.2868 1.7483 2.3408
H -2.0316 0.8793 -0.1208
H 0.1383 1.3556 -0.8489
H 0.7302 0.9727 0.8188
H -0.7810 -1.0166 -0.7746
H -0.0245 -1.2905 0.7321

Most stable = <two>

<one>
Computed, not measured: a structure of composition C4H6ClNO, with the ωB97M-V functional and the def2-TZVPD basis.

Its total charge is 0. Its gap between HOMO and LUMO is 0.2867 hartree.

Cartesian coordinates (Å):
C 1.1525 0.7730 -0.4679
C -0.0485 0.2727 -0.4995
C -2.8037 0.2211 -0.0136
C 2.5537 0.2944 -0.0555
N -2.7079 -0.8394 0.5915
O -3.0394 1.2390 -0.5434
Cl -0.0066 -1.5025 0.2552
H 1.3810 1.8059 -0.6481
H 2.9812 0.8903 0.7367
H 2.5204 -0.7577 0.2638
H 3.2070 0.3415 -1.0658
H -1.6603 -1.3024 0.6208
H -3.5294 -1.4358 0.8258

<two>
Computed, not measured: the molecule C4H6ClNO, with the ωB97M-V functional and the def2-TZVPD basis.

Its total charge is 0. Its gap between HOMO and LUMO is 0.3532 hartree. As for the SMILES: C/C(=C/Cl)NC=O.

Cartesian coordinates (Å):
C -1.0228 1.7510 0.0037
C -0.0814 0.6142 0.0007
C 1.2488 0.7983 0.0027
Cl 2.4374 -0.4842 -0.0004
N -0.5855 -0.7096 -0.0008
C -1.8796 -1.1198 -0.0036
O -2.8671 -0.4152 -0.0080
H -0.4816 2.7110 -0.0007
H -1.6677 1.7022 0.8987
H -1.6559 1.7124 -0.8570
H 1.6563 1.7629 -0.0396
H 0.1128 -1.4370 0.0204
H -1.9551 -2.1936 0.0333

Most stable = <two>

<one>
Computed, not measured: the molecule C2H2O2, with the ωB97M-V functional and the def2-TZVPD basis.

Its total charge is 0. Its gap between HOMO and LUMO is 0.3232 hartree. As for the SMILES: O=CC=O.

Cartesian coordinates (Å):
O -1.4265 -0.7855 -0.9168
C -0.6437 -0.2839 0.1826
C 0.7858 0.1334 0.0699
O 1.1691 1.3323 0.4037
H -1.3077 0.3116 0.8244
H 1.4230 -0.7079 -0.5638

<two>
Computed, not measured: a structure of composition C2H2O2, with the ωB97M-V functional and the def2-TZVPD basis.

Its total charge is 0. Its gap between HOMO and LUMO is 0.3641 hartree.

Cartesian coordinates (Å):
O 1.4806 -0.6997 -0.6805
C 0.8008 0.0772 -0.0736
C -0.7983 0.1752 -0.1773
O -0.7597 -0.6597 0.7136
H 1.1157 0.7054 0.7714
H -1.8391 0.4016 -0.5536

<three>
Computed, not measured: the molecule C2H2O2, with the ωB97M-V functional and the def2-TZVPD basis.

Its total charge is 0. Its gap between HOMO and LUMO is 0.4087 hartree. As for the SMILES: O=C1CO1.

Cartesian coordinates (Å):
O 1.2911 1.7387 1.8741
C 0.5802 0.8965 1.5516
C 0.0819 0.2249 0.3209
O -0.6174 0.3502 1.6282
H -0.3299 0.8197 -0.4627
H 0.2289 -0.8366 0.1711

<four>
Computed, not measured: the molecule C2H2O2, with the ωB97M-V functional and the def2-TZVPD basis.

Its total charge is 0. Its gap between HOMO and LUMO is 0.3524 hartree.

Cartesian coordinates (Å):
O 1.5772 -0.5410 -0.7452
C 0.9483 -0.0940 0.1523
C -1.2016 0.4201 -0.4924
O -0.4349 -0.3144 0.2942
H 1.3266 0.4829 1.0059
H -2.2156 0.0464 -0.2148

Most stable = <three>

<one>
Computed, not measured: a cluster of 2 separate species, C3H10NO2 in total, with the ωB97M-V functional and the def2-TZVPD basis.

Its total charge is +1. Its gap between HOMO and LUMO is 0.4042 hartree.

Cartesian coordinates (Å):
C -1.1613 -0.1314 0.6436
C -1.3698 -0.9627 -0.5993
C -0.3061 -0.8046 -1.6757
O 0.8745 -0.6957 -1.4089
N 0.2521 -0.1900 1.1401
H -1.3762 0.9206 0.4770
H -1.8132 -0.4667 1.4368
H -1.2392 -2.0339 -0.4135
H -2.3516 -0.8627 -1.0541
H -0.5199 -1.1262 -2.7092
H 0.5242 0.7114 1.6002
H 0.3903 -0.9583 1.7954
H 0.9048 -0.3226 0.3449
H 2.0420 2.5499 1.8047
H 0.8744 3.0904 1.0633
O 1.3378 2.2457 1.2102

<two>
Computed, not measured: a cluster of 2 separate species, C3H10NO2 in total, with the ωB97M-V functional and the def2-TZVPD basis.

Its total charge is +1. Its gap between HOMO and LUMO is 0.4160 hartree.

Cartesian coordinates (Å):
C -1.0941 0.3238 -0.4376
C -1.6226 0.7425 0.9209
C -0.5556 1.4879 1.7181
O 0.5186 1.7193 1.2438
N 0.1058 -0.5822 -0.2763
H -0.7320 1.1345 -1.0617
H -1.8545 -0.2246 -0.9988
H -2.0835 -0.0960 1.4525
H -2.3748 1.5114 0.7403
H -0.8766 1.7767 2.7241
H 0.7582 0.0090 0.2560
H 0.6446 -0.8052 -1.1161
H -0.0717 -1.4511 0.2181
H 3.4808 -2.4067 -1.4736
H 2.9949 -1.3874 -2.3890
O 2.7625 -1.7517 -1.5208

Most stable = <one>